Record 1
117
Properties=species:S:1:pos:R:3:forces:R:3 method="wB97M-V/def2-TZVPD" energy_ev=-547169.655 total_charge=-1
Lu 16.124 12.987 12.382 -0.650 -0.491 -0.221
Br 13.334 16.589 15.212 0.735 -0.181 0.211
C 15.190 16.080 15.500 -2.281 0.673 -0.699
C 15.851 16.594 16.578 0.089 0.613 2.089
C 17.135 16.260 16.894 1.093 -1.195 -0.929
Br 18.113 17.119 18.288 -0.327 -0.230 -0.139
C 17.772 15.264 16.058 0.756 1.365 0.183
C 19.143 14.802 16.146 -0.418 -0.299 0.563
C 19.605 13.835 15.289 2.287 0.542 1.415
C 18.776 13.345 14.330 -0.456 -0.919 -2.406
N 17.605 13.802 14.093 -2.781 2.649 1.222
C 17.048 14.861 14.934 2.435 -3.473 -1.196
C 15.738 15.236 14.573 0.014 -0.481 -0.443
O 15.192 14.751 13.533 -0.054 -0.012 -0.546
H 15.289 17.172 17.307 0.105 0.312 -0.361
H 19.769 15.166 16.966 -0.222 0.019 -0.406
H 20.644 13.425 15.231 -0.916 0.667 0.704
H 19.089 12.629 13.564 0.328 -0.161 0.619
N 7.833 6.702 14.834 0.221 0.040 -0.338
C 8.683 7.342 14.389 -0.186 -0.449 0.432
C 9.729 8.252 14.013 -1.023 0.195 -0.914
C 10.426 8.117 12.806 0.212 -0.768 0.338
C 11.359 9.090 12.418 -0.635 0.308 0.848
C 11.559 10.209 13.294 -0.271 -1.916 0.212
C 10.822 10.291 14.493 -0.670 -2.424 -3.298
C 9.816 9.383 14.787 0.986 0.549 0.943
C 12.747 11.062 13.117 1.015 1.237 0.052
C 13.718 11.060 14.149 0.065 0.255 -0.884
C 13.755 10.261 15.288 -0.941 -2.399 2.129
C 14.871 10.586 16.040 0.356 0.163 -0.504
C 15.507 11.551 15.247 0.135 -0.115 -0.128
N 14.856 11.863 14.116 0.291 -0.318 0.667
C 12.841 11.867 11.988 -1.586 -0.685 -0.683
C 11.660 12.138 11.167 0.019 -0.753 1.326
C 12.092 12.877 10.150 0.517 2.117 -1.851
C 13.507 13.064 10.311 -0.518 0.472 -1.189
N 13.940 12.486 11.388 0.783 -0.686 1.604
H 10.222 7.131 12.335 0.571 1.115 -0.335
H 11.946 8.974 11.508 -0.031 0.158 0.177
H 11.075 11.033 15.104 0.667 3.010 2.552
H 9.236 9.478 15.708 0.113 -0.022 -0.355
H 13.112 9.398 15.611 0.318 1.236 -0.782
H 15.315 10.160 16.953 -0.636 0.161 -0.597
H 16.493 11.880 15.476 0.539 0.709 -0.122
H 10.609 11.919 11.374 0.622 -0.198 0.097
H 11.502 13.441 9.421 0.171 -0.581 0.113
H 14.212 13.616 9.668 -0.773 -0.473 0.465
Br 21.210 7.889 12.125 0.202 -0.140 0.082
C 20.305 9.497 11.744 -1.245 -0.613 0.983
C 20.688 10.350 10.747 0.580 0.023 0.582
Br 22.319 9.957 9.890 0.116 0.343 -0.556
C 19.990 11.552 10.577 -0.903 -0.243 0.559
Br 20.490 12.763 9.279 0.386 0.864 -0.751
C 18.785 11.816 11.265 1.159 -0.939 -1.534
O 18.067 12.868 11.108 -0.653 0.484 0.245
C 18.272 10.756 12.065 -1.045 1.246 0.963
O 17.078 10.948 12.545 -0.409 0.406 0.212
C 19.092 9.743 12.457 1.486 -0.879 -0.131
Br 18.616 8.833 14.059 -0.032 -0.095 -0.409
O 15.867 14.475 10.715 0.125 -0.940 0.962
P 16.435 15.602 9.944 -0.272 0.051 -1.175
N 18.015 15.810 10.194 1.353 0.712 0.296
C 19.026 16.488 9.308 -0.701 -1.419 -0.074
C 20.178 16.780 10.248 1.154 0.018 -1.358
C 19.533 16.978 11.539 -0.843 -1.397 3.008
C 18.555 15.786 11.573 -2.530 1.591 0.905
N 15.428 16.858 10.344 0.523 0.929 -0.462
C 14.085 16.706 10.963 0.275 1.075 -1.268
C 13.896 18.088 11.658 -1.503 -0.486 -2.306
C 14.784 19.086 10.880 -1.293 -1.177 -0.077
C 15.450 18.233 9.807 0.609 0.033 0.331
N 16.403 15.352 8.287 -0.793 0.768 0.934
C 15.033 15.409 7.732 0.162 0.110 -1.863
C 14.792 13.992 7.047 0.165 1.469 0.746
C 16.017 13.201 7.435 0.359 -1.600 -0.456
C 17.101 14.212 7.689 0.711 0.193 -0.272
H 18.613 17.372 8.850 -0.159 0.359 -0.160
H 19.324 15.774 8.532 -0.048 0.283 -0.065
H 20.737 17.651 9.915 0.217 0.011 -0.143
H 20.846 15.904 10.286 -0.133 0.343 -0.017
H 18.879 17.819 11.602 -0.154 1.081 -0.238
H 20.167 16.985 12.454 -0.127 -0.003 -0.754
H 17.656 15.958 12.288 1.490 -0.093 -0.867
H 18.948 14.841 11.849 0.708 -0.870 -0.131
H 14.128 15.896 11.636 -0.206 -0.918 0.844
H 13.314 16.501 10.158 0.606 0.308 0.796
H 14.107 17.971 12.679 0.421 0.160 1.342
H 12.850 18.420 11.524 0.272 -0.345 0.467
H 15.407 19.551 11.597 1.164 0.593 0.270
H 14.161 19.821 10.392 -0.058 0.458 0.032
H 16.416 18.690 9.568 0.287 -0.765 0.003
H 14.863 18.262 8.893 -0.254 0.072 -0.283
H 14.949 16.278 7.005 0.104 -1.073 0.563
H 14.302 15.605 8.499 -0.239 -0.044 0.343
H 14.595 14.057 5.984 0.462 0.174 -0.271
H 13.919 13.544 7.443 -1.002 -0.494 0.532
H 16.245 12.446 6.649 0.208 0.565 0.322
H 15.933 12.609 8.361 -0.564 0.317 -0.128
H 17.535 14.576 6.758 0.194 -0.122 -0.208
H 17.906 13.800 8.314 -0.275 0.380 0.032
C 18.146 9.651 8.396 0.711 -0.419 -0.171
C 16.791 9.367 9.002 -0.944 1.346 -0.682
C 16.598 8.870 10.247 0.718 0.543 -1.389
C 15.301 8.823 10.730 -0.025 -0.511 1.286
N 14.241 9.106 10.049 -1.745 0.267 -1.274
C 14.357 9.598 8.783 -0.227 0.787 0.220
S 13.152 10.156 7.729 0.042 -0.504 0.660
N 15.627 9.812 8.356 2.592 -0.332 -0.505
C 15.113 8.410 12.143 0.244 0.399 1.157
H 18.960 9.107 8.937 -0.809 0.548 -0.158
H 18.417 10.709 8.346 -0.286 0.162 0.637
H 18.285 9.383 7.344 -0.615 -0.485 0.005
H 17.437 8.759 10.875 0.709 -0.673 0.574
H 15.706 10.375 7.505 -0.037 -0.603 0.316
H 16.050 7.958 12.559 -0.907 0.524 -0.196
H 14.290 7.710 12.202 -0.154 -0.269 0.047
H 14.798 9.306 12.756 0.606 -0.885 -0.561


Record 2
10
Properties=species:S:1:pos:R:3:forces:R:3 method="wB97M-V/def2-TZVPD" energy_ev=-8200.928 smiles="C=C=NNC=O" total_charge=0
N -1.283 0.415 -0.419 0.011 0.187 -0.306
C -0.424 -0.011 -1.406 0.041 -0.111 -0.075
O 0.477 -0.802 -1.259 -0.314 0.307 -0.140
C 1.403 -0.304 1.465 -0.167 0.047 0.051
C 0.196 0.113 1.223 -0.010 -0.056 -0.091
N -0.941 0.505 0.929 0.579 -0.293 0.199
H -2.022 1.054 -0.668 0.131 -0.010 0.039
H -0.638 0.475 -2.372 -0.232 -0.166 -0.090
H 2.247 0.345 1.263 -0.074 -0.002 0.279
H 1.569 -1.355 1.664 0.034 0.095 0.133


Record 3
15
Properties=species:S:1:pos:R:3:forces:R:3 method="wB97M-V/def2-TZVPD" energy_ev=-20575.747 smiles="[H]/N=C(/C(=O)S)N(C)N" total_charge=0
C 0.512 -1.570 0.354 -0.543 -1.654 -0.097
C -0.402 0.647 -0.127 -0.542 1.762 -0.166
C -1.776 0.304 0.485 -2.354 -1.043 -0.292
H 0.980 -2.422 -0.188 -0.542 0.672 -0.046
H -0.467 -1.825 0.701 -0.589 -0.442 -0.178
H 1.071 -1.465 1.247 1.071 0.489 1.077
H 1.711 -0.429 -1.819 0.740 0.214 0.068
H 2.494 -0.365 -0.308 -1.726 0.621 -0.973
H 0.742 2.028 -0.664 -0.260 0.090 -0.444
H -1.699 2.578 0.599 0.370 0.523 -0.183
N 0.460 -0.376 -0.415 -0.833 -0.048 1.029
N 1.676 -0.001 -0.896 2.687 0.026 -0.771
N -0.247 1.914 -0.417 1.126 -2.287 0.670
O -2.335 -0.799 0.592 1.935 2.261 -0.230
S -2.719 1.781 0.857 -0.538 -1.184 0.537


Record 4
14
Properties=species:S:1:pos:R:3:forces:R:3 method="wB97M-V/def2-TZVPD" energy_ev=-7804.339 smiles="[NH3+]CC1=C[C@H]1O" total_charge=+1
C -1.550 0.474 1.191 0.807 -0.239 0.808
C -0.357 0.070 0.803 -1.183 0.291 -1.006
C -1.933 -0.104 -0.095 2.982 -2.194 1.028
C 1.145 0.008 0.871 -0.726 0.927 0.488
N 1.736 -0.423 -0.446 0.522 0.179 -3.446
O -2.091 0.666 -1.165 -1.928 3.082 0.690
H -2.109 0.985 1.978 0.376 -0.043 -0.151
H -2.029 -1.218 -0.194 -0.535 1.465 -0.244
H 1.395 -0.815 1.622 0.227 1.471 -0.873
H 1.661 1.009 0.938 -0.681 -1.000 1.138
H 1.315 -1.276 -0.764 -0.353 -1.055 0.012
H 2.746 -0.541 -0.500 0.341 -0.422 1.087
H 1.676 0.153 -1.359 -0.968 0.018 2.095
H -2.451 1.575 -0.777 1.118 -2.479 -1.626


What did the second record say?
10
Properties=species:S:1:pos:R:3:forces:R:3 method="wB97M-V/def2-TZVPD" energy_ev=-8200.928 smiles="C=C=NNC=O" total_charge=0
N -1.283 0.415 -0.419 0.011 0.187 -0.306
C -0.424 -0.011 -1.406 0.041 -0.111 -0.075
O 0.477 -0.802 -1.259 -0.314 0.307 -0.140
C 1.403 -0.304 1.465 -0.167 0.047 0.051
C 0.196 0.113 1.223 -0.010 -0.056 -0.091
N -0.941 0.505 0.929 0.579 -0.293 0.199
H -2.022 1.054 -0.668 0.131 -0.010 0.039
H -0.638 0.475 -2.372 -0.232 -0.166 -0.090
H 2.247 0.345 1.263 -0.074 -0.002 0.279
H 1.569 -1.355 1.664 0.034 0.095 0.133